{
  "formula": "C4H5NO2",
  "method": "ωB97M-V/def2-TZVPD",
  "symbols": ["H", "H", "H", "H", "N", "H", "C", "O", "C", "O", "C", "C"],
  "coordinates": [[1.9783, -0.3411, 0.6601], [0.5309, 1.4701, 1.1044], [0.8722, 2.1408, -0.7501], [-0.3104, -1.6828, 1.3843], [0.5173, -1.2758, -0.7961], [0.0090, -1.2106, -1.6106], [0.5683, 1.2266, -0.0858], [-0.8936, 1.1358, -0.3118], [-1.3577, -0.0558, -0.0584], [-2.5736, -0.2785, -0.1424], [0.9617, -0.2052, 0.0280], [-0.3022, -0.9234, 0.5784]],
  "atomic_forces_ev_per_a": [[-2.3, 0.0, -1.9], [0.9, 0.4, -2.8], [0.2, -2.3, 1.2], [-0.3, 0.7, -0.9], [1.4, -0.8, 4.7], [-1.5, 1.0, -2.0], [-2.5, 2.2, 2.7], [1.4, 1.4, -1.6], [-4.3, -1.3, 2.8], [2.6, -0.1, -0.2], [2.0, -1.2, 1.9], [2.4, 0.0, -3.8]],
  "nbo_charge": [0.22, 0.20, 0.25, 0.26, -0.56, 0.38, -0.12, -0.48, 0.73, -0.58, -0.10, -0.20],
  "homo_lumo_gap_ev": 10.847,
  "e_above_lowest_kcal_mol": 77.28,
  "total_charge": 0,
  "multiplicity": 1,
  "homo_energy_ev": -10.11,
  "total_energy_ev": -9810.9637,
  "smiles": "O=C1OC[C@@H]2N[C@H]12",
  "molar_mass_g_mol": 99.09,
  "e_lumo_ev": 0.7
}